The following is a quantum chemistry calculation of a cluster of 2 separate species, C37H62ClN9O3P in total in a non-equilibrium geometry, from the OMol25 dataset.

Geometry (Å):
Cl 4.512556 -0.837585 3.367900
P -7.977164 -2.907768 -0.133302
O -0.562900 2.224336 0.955240
O 4.075471 -3.910526 2.324511
O -7.854354 -1.542596 -0.841965
N -1.610279 3.097480 -0.987230
N 6.407039 -0.930141 -3.340285
N -8.168942 -4.454255 0.699816
N -6.325813 -2.900899 0.290686
N -8.287001 -3.717259 -1.634677
N 6.665865 2.408833 3.750996
N 5.430159 4.372582 3.132696
N 4.098107 0.018791 -0.382088
N 4.358392 2.614184 4.380779
C 2.673184 0.828508 2.203924
C -3.079359 4.106505 1.078588
C -5.189578 -3.652330 -0.187203
C 1.069939 2.681892 -0.988970
C -3.985235 2.033667 -0.390089
C 2.065386 -3.372103 0.031181
C 3.251569 4.453738 -5.363062
C -5.947061 -2.015335 1.383227
C -7.215659 -5.237214 1.457879
C 2.223447 4.462414 1.829711
C 5.280760 2.858040 3.266813
C 3.994171 3.064623 -5.312559
C -7.397116 -4.652718 -2.294939
C -9.338156 -5.266700 0.349342
C 5.937759 -0.431121 -2.206407
C 4.343213 -0.384917 -1.807881
C 3.267110 4.419843 -2.622945
C 4.336071 2.402368 -3.933290
C -2.815265 3.097539 -0.121871
C 3.981920 2.978069 -2.494416
C -4.384131 4.053117 1.998511
C -0.390505 2.618707 -0.246772
C 5.065614 2.114993 1.863651
C -5.288497 1.980203 0.526976
C 3.261383 -0.674077 2.030706
C 2.223939 -1.798356 -0.012374
C -8.922995 -2.906560 -2.687889
C 3.631181 -1.121940 0.535969
C 3.416261 1.387363 -0.226479
C 5.077202 -3.349013 1.489751
C 2.809305 3.282023 1.665928
C 1.897293 1.344735 -0.753157
C 4.797112 -2.246367 0.395078
C -5.520106 2.968812 1.763672
C 2.911436 5.124675 -3.975726
C 4.328598 2.433623 -1.062916
C 3.566860 1.866856 1.348715
H 4.496320 1.679328 4.806425
H -6.542954 -4.144982 -2.755937
H -9.106246 -5.969521 -0.456630
H 2.386821 6.151214 -3.977509
H 1.842828 0.772818 -1.775187
H 6.681621 2.738140 4.741887
H 1.090377 -3.639646 -0.560076
H -6.467877 2.861309 2.409646
H 3.734386 0.230502 -2.588788
H 2.987149 4.994958 -1.647352
H 5.718579 2.790399 1.160674
H 6.713105 -0.008859 -1.440377
H -6.579061 -5.837025 0.803389
H 1.314843 -1.352558 0.577124
H -2.318316 4.932649 1.339391
H -3.857748 1.302254 -1.271474
H 4.458386 3.420942 -0.442140
H 5.575139 -1.248237 -3.873225
H -9.699063 -5.853121 1.200680
H -6.077603 1.175328 0.294175
H 4.639970 4.846804 3.630781
H -5.397175 -4.344683 -0.991815
H 5.610343 -4.247531 0.959128
H 5.315350 4.665772 2.148134
H -4.756460 -4.258345 0.616441
H -4.858072 -1.951543 1.516110
H 5.716730 1.141021 1.895050
H -4.544834 4.787006 2.888718
H 2.698075 1.011722 3.357849
H 4.907219 1.386508 -3.969303
H -10.172334 -4.638791 0.034008
H 5.071130 0.217929 -0.027433
H 1.179382 0.697532 -0.092608
H -4.398400 -2.985382 -0.556255
H -6.303983 -1.000659 1.214065
H 2.884346 -4.020189 -0.441625
H 1.980474 -1.468304 -1.108865
H -8.194245 -2.265567 -3.195597
H 5.435060 2.044987 -1.104464
H 1.525187 0.905122 1.988700
H 0.805600 2.796205 -2.122225
H -9.717543 -2.279416 -2.277206
H 5.916773 -2.938206 2.198804
H -7.720540 -5.932566 2.137998
H 1.801864 5.508983 1.569966
H -7.051064 -5.436734 -1.618073
H 3.977625 -1.461719 -2.081099
H 3.345502 -3.320375 2.600921
H 4.671698 -2.844829 -0.605427
H -7.922432 -5.190021 -3.093356
H -6.365579 -2.373441 2.332070
H 1.530926 3.675772 -0.673180
H 2.994238 4.895326 -6.390434
H -9.396087 -3.540824 -3.447753
H 1.810048 -3.686444 1.127130
H 5.844444 -1.738414 0.232529
H -6.594032 -4.620770 2.117743
H -1.748392 2.557636 -1.859270
H 2.401523 -1.371747 2.410934
H 4.407781 3.317890 5.133529
H 4.291959 2.515357 -6.284246
H 7.329008 2.960331 3.171183

Cartesian forces (eV/Å) of the 3 atoms listed first:
Cl -0.1 -0.1 -1.0
P 5.6 -2.9 -4.9
O 1.6 1.5 -4.8

Its charge is +1. The calculation puts the total energy at -2966.0764 hartree. As for the spin multiplicity: 1. As for the HOMO energy: -9.14 eV.

Mulliken atomic charge list, values in e, 99 entries:
1 Cl -0.08
2 P 0.91
3 O -0.58
4 O -0.54
5 O -0.79
6 N -0.28
7 N -0.63
8 N -0.07
9 N 0.22
10 N 0.20
11 N -0.58
12 N -0.64
13 N 0.33
14 N -0.55
15 C -1.52
16 C -0.30
17 C -1.04
18 C -0.17
19 C -0.36
20 C -1.08
21 C -0.43
22 C -1.10
23 C -0.84
24 C -1.03
25 C 0.14
26 C -0.57
27 C -1.27
28 C -0.96
29 C -0.16
30 C -0.48
31 C -0.30
32 C 0.00
33 C 0.45
34 C -0.14
35 C -0.39
36 C -0.11
37 C -0.98
38 C -0.29
39 C -0.55
40 C -0.53
41 C -1.02
42 C 1.10
43 C -0.09
44 C -0.82
45 C -0.88
46 C -0.15
47 C -0.57
48 C -0.57
49 C -0.62
50 C -0.20
51 C 1.88
52 H 0.20
53 H 0.35
54 H 0.30
55 H 0.32
56 H 0.56
57 H 0.37
58 H 0.42
59 H 0.33
60 H 0.41
61 H 0.23
62 H 0.59
63 H 0.34
64 H 0.27
65 H 0.20
66 H 0.27
67 H 0.19
68 H 0.51
69 H 0.29
70 H 0.37
71 H 0.37
72 H 0.33
73 H 0.28
74 H 0.37
75 H 0.28
76 H 0.44
77 H 0.41
78 H 0.01
79 H 0.28
80 H 0.62
81 H 0.10
82 H 0.31
83 H 0.60
84 H 0.02
85 H 0.29
86 H 0.19
87 H 0.19
88 H 0.28
89 H 0.30
90 H 0.29
91 H 0.15
92 H 0.33
93 H 0.31
94 H 0.30
95 H 0.35
96 H 0.38
97 H 0.29
98 H 0.53
99 H 0.35